[1]
Here is a cluster of 12 separate species, C36H102N6O18 in total from the OMol25 dataset. Energies are from the ωB97M-V functional and the def2-TZVPD basis.

Each line ends with the Löwdin charge.
CARTESIAN COORDINATES (ANGSTROEM)
O  2.966  -2.170  5.234  -0.0754
O  1.013  2.843  1.621  -0.0881
O  3.135  4.433  -4.236  -0.0567
O  0.431  -1.025  -1.841  -0.1195
O  -5.269  2.202  -2.760  -0.0543
O  1.308  -2.064  2.777  -0.1301
O  4.451  -3.315  0.574  -0.2484
O  3.300  1.285  0.934  -0.1016
O  -2.435  5.902  0.101  -0.1838
O  -3.477  1.922  -0.493  -0.0664
O  -5.966  -0.887  -2.869  -0.1928
O  5.208  4.863  -2.176  -0.0759
O  -0.670  -6.686  1.637  -0.1567
O  -0.470  -2.949  6.450  -0.0659
O  -1.298  -2.877  2.916  -0.0866
O  -0.604  2.266  5.942  -0.1863
O  0.576  0.196  0.801  -0.0803
O  0.621  -0.230  -6.279  -0.2316
N  -2.805  8.826  0.338  0.0163
N  1.845  0.550  3.703  0.0714
N  3.140  -1.374  -0.811  0.0875
N  0.419  -3.266  -4.302  0.0238
N  -3.237  -2.888  -1.558  0.0580
N  0.239  -3.476  -0.081  0.0719
C  0.883  -2.235  -5.269  -0.3895
C  3.285  2.728  0.955  -0.1955
C  -0.722  -4.572  0.159  -0.4100
C  -4.236  3.103  -2.468  -0.2491
C  1.301  0.943  5.020  -0.3918
C  4.747  3.612  -2.700  -0.2296
C  -1.770  -6.463  2.516  -0.1045
C  -3.540  7.782  1.119  -0.4196
C  -4.872  7.577  0.416  -0.0622
C  -2.738  6.506  1.322  -0.2378
C  0.825  -3.000  -6.617  -0.0563
C  2.627  -2.605  2.837  -0.2204
C  -0.869  -5.231  -1.202  -0.0641
C  -0.073  -5.480  1.202  -0.2135
C  4.258  -4.592  -0.003  -0.1001
C  3.238  3.655  -3.061  -0.2440
C  -0.446  0.382  -0.165  -0.2110
C  -1.214  -3.470  4.190  -0.2540
C  2.954  -3.187  4.196  -0.1988
C  -1.543  4.818  0.235  -0.1218
C  5.164  -0.790  -2.115  -0.0602
C  -7.009  -1.155  -3.783  -0.1047
C  -1.137  -2.408  5.305  -0.2171
C  2.335  1.790  5.779  -0.0438
C  -0.160  0.890  -6.732  -0.0932
C  -3.882  3.184  -0.994  -0.2438
C  0.115  0.343  -1.579  -0.2301
C  4.408  -1.855  -1.352  -0.4175
C  -3.842  -1.595  -1.898  -0.3982
C  5.260  -2.440  -0.230  -0.1648
C  2.289  3.344  1.949  -0.2129
C  0.010  1.770  4.764  -0.1807
C  -0.964  1.286  6.900  -0.0886
C  -4.913  -1.848  -2.943  -0.1992
C  -0.063  -0.968  -5.237  -0.1681
C  -2.770  -0.688  -2.474  -0.0555
H  1.867  -1.875  -4.979  0.1325
H  3.199  5.364  -4.001  0.0837
H  -0.018  -0.362  -4.330  0.0988
H  -4.238  -1.121  -0.996  0.1439
H  -7.848  -1.639  -3.276  0.0865
H  5.215  -5.120  0.021  0.0914
H  -3.558  8.315  2.074  0.1333
H  0.109  -4.864  2.095  0.1015
H  3.786  -3.893  4.140  0.1261
H  -1.331  -0.258  -0.165  0.1125
H  -5.451  8.466  0.180  0.0765
H  -1.670  1.677  7.626  0.0933
H  -1.638  -6.006  -1.208  0.0845
H  -0.032  -3.655  -6.732  0.0725
H  1.755  -3.566  -6.653  0.0731
H  4.481  -0.250  -2.774  0.0788
H  2.356  1.043  0.865  0.0346
H  5.702  -0.047  -1.518  0.0775
H  -0.060  0.868  7.354  0.0811
H  5.113  2.791  -2.084  0.1066
H  0.344  -2.457  6.591  0.0688
H  3.206  1.209  6.088  0.0779
H  0.088  1.791  -6.161  0.0804
H  -1.042  -4.512  -2.002  0.0453
H  -2.102  -4.093  4.306  0.1121
H  -2.477  -7.285  2.411  0.0857
H  -1.814  8.719  0.573  0.0631
H  -6.663  -1.788  -4.603  0.0841
H  0.959  1.013  -1.776  0.1190
H  -1.420  4.457  -0.793  0.0927
H  -1.816  6.758  1.873  0.1230
H  -7.389  -0.227  -4.208  0.0875
H  -3.290  5.925  2.079  0.1302
H  2.328  4.424  1.808  0.1268
H  2.681  -3.451  2.155  0.0999
H  -5.322  -2.850  -2.783  0.1263
H  -3.194  -3.514  -2.360  0.0666
H  -3.291  2.849  -2.974  0.1198
H  -1.885  3.981  0.848  0.0934
H  3.492  -5.234  0.434  0.0785
H  3.206  -0.401  -0.548  0.0616
H  2.116  -3.785  4.566  0.1148
H  0.887  -2.209  -7.367  0.0669
H  5.676  -1.715  0.470  0.1301
H  -2.258  -1.081  -3.347  0.0781
H  3.386  -1.863  2.582  0.1217
H  0.513  -0.696  1.174  0.0783
H  -1.444  -6.442  3.560  0.0805
H  0.553  -2.853  -3.379  0.0367
H  2.532  3.126  2.990  0.0968
H  1.318  -1.265  -1.511  0.0268
H  1.377  -1.157  3.181  0.0501
H  -0.979  1.336  -0.030  0.1074
H  2.683  2.716  5.328  0.0761
H  -2.030  -0.493  -1.690  0.0261
H  0.284  1.086  -7.715  0.0851
H  1.794  2.017  6.707  0.0768
H  0.314  2.710  4.307  0.1250
H  1.787  1.340  3.068  0.0320
H  0.922  -5.776  0.851  0.1200
H  5.293  3.514  -3.645  0.1169
H  -3.075  3.921  -0.874  0.0578
H  4.304  3.087  1.123  0.1223
H  0.756  1.929  1.793  0.0394
H  3.118  2.953  -0.102  0.1009
H  -4.734  7.061  -0.537  0.0747
H  5.956  -1.232  -2.725  0.0839
H  -0.664  1.174  4.143  0.1294
H  -5.467  6.890  1.025  0.0775
H  -1.669  -4.155  0.499  0.1223
H  3.901  -4.511  -1.037  0.0863
H  2.834  -2.012  -0.089  0.0663
H  1.071  -3.807  -0.553  0.0685
H  3.839  -1.760  5.154  0.0841
H  -0.470  -2.401  2.726  0.0369
H  -2.363  -5.551  2.413  0.0819
H  0.043  -5.736  -1.545  0.0842
H  1.110  0.096  5.678  0.1131
H  -4.468  -1.732  -3.937  0.1270
H  6.133  -3.033  -0.529  0.1273
H  -1.084  -1.307  -5.445  0.1155
H  2.782  0.223  3.893  0.0838
H  -3.159  0.330  -2.590  0.0718
H  2.588  3.917  -2.222  0.1085
H  -2.168  -2.280  5.644  0.1173
H  2.938  2.630  -3.298  0.1108
H  -4.734  3.532  -0.397  0.1311
H  -4.598  4.081  -2.790  0.1258
H  -0.378  -4.176  4.276  0.1044
H  -0.628  0.613  -2.334  0.0933
H  -0.707  -1.482  4.932  0.0960
H  -5.016  1.303  -2.511  0.0517
H  -1.224  0.685  -6.816  0.0843
H  -2.739  8.571  -0.649  0.0648
H  4.275  -2.630  -2.110  0.1296
H  -3.422  1.938  0.464  0.0866
H  -0.576  -3.381  -4.448  0.0546
H  -1.463  0.473  6.356  0.0831
H  5.060  5.510  -2.872  0.0702
H  0.486  -3.140  0.851  0.0362
H  -0.561  5.249  0.471  0.0977
H  -2.241  -2.739  -1.398  0.0450

lowest unoccupied orbital energy: 0.16 eV
SMILES string: COC[C@H](C)N.COC[C@H](C)N.COC[C@H](C)N.COC[C@H](C)N.COC[C@H](C)N.COC[C@H](C)N.OCCO.OCCO.OCCO.OCCO.OCCO.OCCO
spin multiplicity: 1
HOMO-LUMO gap: 8.9600 eV
energy relative to the best compared isomer or geometry (same formula, charge and spin): 359.43 kJ/mol



[2]
Here is the molecule C5H11N from the OMol25 dataset. Energies are from the ωB97M-V functional and the def2-TZVPD basis.

Each line ends with the Löwdin charge.
CARTESIAN COORDINATES (ANGSTROEM)
N  -0.371  -0.673  0.680  -0.0771
C  -0.356  -0.231  2.046  -0.2541
C  0.140  -0.222  -1.608  -0.1766
C  0.488  -0.291  -0.322  -0.2050
C  1.000  -0.493  -2.852  -0.1311
C  -0.777  1.245  2.045  -0.0970
H  1.453  -0.011  -0.161  0.0886
H  2.055  -0.215  -2.782  0.0619
H  0.740  -0.415  2.502  0.1522
H  0.467  -0.046  -3.714  0.0630
H  -0.201  1.864  2.645  0.0301
H  -0.603  1.719  1.075  0.0710
H  -1.789  1.540  2.357  0.0743
H  -1.286  -1.074  0.471  0.1364
H  -0.951  -0.286  -1.956  0.1091
H  1.011  -1.577  -3.056  0.0644
H  -1.018  -0.834  2.628  0.0901

lowest unoccupied orbital energy: 1.19 eV
SMILES string: C/C=C/NCC
spin multiplicity: 1
HOMO-LUMO gap: 8.6807 eV
energy relative to the best compared isomer or geometry (same formula, charge and spin): 184.68 kJ/mol



[3]
Here is the ion C3H6BrN4O2 with charge +1 from the OMol25 dataset. Energies are from the ωB97M-V functional and the def2-TZVPD basis.

Each line ends with the Löwdin charge.
CARTESIAN COORDINATES (ANGSTROEM)
Br  3.688  -0.789  0.202  1.0178
O  3.613  2.082  -0.103  0.1080
O  1.712  2.340  -1.051  0.1278
N  2.548  1.730  -0.472  -0.4016
N  -0.179  0.708  -0.407  0.0613
N  0.908  -0.140  -0.376  -0.0834
N  0.217  2.104  1.408  0.1662
C  0.531  -1.556  -0.341  0.0438
C  -0.540  1.682  0.512  -0.2455
C  2.180  0.250  -0.189  -0.4470
H  -0.003  2.775  2.138  0.0920
H  -1.515  1.900  0.219  0.1232
H  1.327  -2.104  -0.608  0.0364
H  -0.925  0.300  -0.982  0.1736
H  -0.079  -1.866  -1.215  0.1462
H  0.146  -1.688  0.564  0.0813

total charge: +1
lowest unoccupied orbital energy (alpha / beta): -6.05 / -6.05 eV
SMILES string: [H]/N=C/N/[N+](C)=C(/Br)[N+](=O)[O-]
spin multiplicity: 1
HOMO-LUMO gap (alpha / beta): 8.2872 / 8.2862 eV
energy relative to the best compared isomer or geometry (same formula, charge and spin): 423.38 kJ/mol



[4]
Here is the ion C2H5N2O with charge +1 from the OMol25 dataset. Energies are from the ωB97M-V functional and the def2-TZVPD basis.

Each line ends with the Löwdin charge.
CARTESIAN COORDINATES (ANGSTROEM)
O  -0.921  1.679  -0.081  0.2147
N  -1.366  -0.658  -0.041  0.2613
N  1.741  -0.521  -0.146  0.1686
C  -0.328  0.684  0.034  -0.2321
C  1.203  0.557  0.168  -0.1227
H  1.628  1.542  0.375  0.1428
H  2.757  -0.538  -0.194  0.0992
H  -2.165  -0.426  0.560  0.1593
H  -1.682  -0.836  -0.997  0.1590
H  -0.867  -1.483  0.322  0.1499

total charge: +1
lowest unoccupied orbital energy: -5.31 eV
SMILES string: [H]/N=C/C([NH3+])=O
spin multiplicity: 1
HOMO-LUMO gap: 10.5271 eV
energy relative to the best compared isomer or geometry (same formula, charge and spin): 144.88 kJ/mol



- energy relative to the best compared isomer or geometry (same formula, charge and spin) of number 2 (C5H11N)?
  184.68 kJ/mol



- Look up the energy relative to the best compared isomer or geometry (same formula, charge and spin) of the first one.
  359.43 kJ/mol